Record 1
{
  "formula": "C39H58BClN8O7P2TeY",
  "method": "ωB97M-V/def2-TZVPD",
  "elements": ["Y", "O", "C", "C", "C", "C", "C", "C", "C", "O", "N", "O", "O", "H", "H", "H", "H", "C", "N", "C", "P", "O", "O", "P", "O", "N", "C", "C", "N", "C", "C", "N", "C", "C", "H", "H", "H", "H", "H", "H", "H", "H", "H", "H", "H", "H", "H", "H", "H", "H", "H", "H", "H", "H", "H", "H", "H", "H", "C", "N", "C", "C", "C", "C", "C", "C", "C", "C", "H", "H", "H", "H", "H", "H", "H", "H", "H", "H", "H", "H", "B", "C", "N", "H", "H", "H", "Cl", "C", "C", "C", "C", "N", "C", "H", "H", "H", "H", "C", "C", "C", "C", "C", "C", "Te", "C", "C", "C", "H", "H", "H", "H", "H", "H", "H", "H", "H", "H", "H"],
  "coordinates": [[-0.096, -0.263, 0.137], [-1.614, 1.368, -0.888], [-2.420, 1.286, -1.808], [-2.630, 0.184, -2.701], [-3.642, 0.334, -3.657], [-3.887, -0.671, -4.556], [-3.129, -1.858, -4.548], [-2.137, -2.022, -3.630], [-1.839, -1.014, -2.647], [-0.913, -1.196, -1.812], [-4.942, -0.501, -5.544], [-5.589, 0.535, -5.527], [-5.142, -1.409, -6.333], [-3.071, 2.162, -2.003], [-4.231, 1.241, -3.692], [-3.346, -2.626, -5.276], [-1.541, -2.924, -3.601], [-1.890, 4.390, 0.699], [-2.009, 3.748, 2.005], [-3.406, 3.613, 2.401], [-1.029, 2.473, 2.378], [-1.353, 1.180, 1.729], [0.394, 3.101, 1.966], [1.549, 2.866, 0.880], [1.211, 1.843, -0.129], [1.571, 4.362, 0.136], [2.436, 4.405, -1.041], [1.768, 5.522, 0.992], [2.914, 2.645, 1.748], [3.010, 3.060, 3.144], [3.871, 1.589, 1.408], [-1.051, 2.337, 3.995], [-0.634, 3.440, 4.841], [-1.036, 1.039, 4.671], [-2.257, 5.417, 0.776], [-2.486, 3.856, -0.048], [-0.859, 4.416, 0.354], [-3.838, 4.608, 2.527], [-3.485, 3.080, 3.347], [-3.980, 3.074, 1.641], [2.325, 3.492, -1.623], [3.491, 4.520, -0.760], [2.148, 5.256, -1.662], [1.077, 5.500, 1.834], [1.564, 6.427, 0.415], [2.794, 5.583, 1.377], [2.311, 3.865, 3.370], [4.022, 3.426, 3.334], [2.808, 2.216, 3.809], [3.702, 1.216, 0.401], [3.769, 0.750, 2.097], [4.880, 2.003, 1.480], [-0.623, 4.373, 4.278], [0.366, 3.254, 5.247], [-1.330, 3.555, 5.677], [-1.273, 0.246, 3.969], [-1.784, 1.053, 5.468], [-0.052, 0.841, 5.099], [-4.213, -0.033, 0.650], [-3.235, -1.095, 0.532], [-3.727, -2.145, -0.346], [-2.936, -1.643, 1.859], [-1.838, -2.679, 1.810], [-2.045, -3.917, 2.409], [-1.054, -4.890, 2.369], [0.137, -4.613, 1.717], [0.327, -3.365, 1.129], [-0.637, -2.350, 1.163], [-5.144, -0.378, 1.136], [-4.478, 0.345, -0.340], [-3.791, 0.781, 1.238], [-4.615, -2.643, 0.082], [-2.951, -2.893, -0.499], [-4.007, -1.723, -1.313], [-3.851, -2.072, 2.311], [-2.633, -0.797, 2.482], [-2.989, -4.128, 2.904], [-1.213, -5.854, 2.838], [0.920, -5.361, 1.666], [1.277, -3.189, 0.631], [2.283, -0.598, 4.666], [1.615, -0.217, 3.271], [1.178, 0.088, 2.243], [1.592, -1.435, 5.200], [2.311, 0.434, 5.323], [3.401, -0.995, 4.425], [1.050, 0.204, -6.798], [0.700, 1.245, -5.451], [0.521, 2.602, -5.641], [0.247, 3.379, -4.525], [0.159, 2.755, -3.289], [0.331, 1.451, -3.121], [0.607, 0.702, -4.176], [0.596, 3.030, -6.631], [0.103, 4.447, -4.616], [-0.064, 3.320, -2.390], [0.776, -0.354, -3.996], [3.797, -7.215, -1.423], [3.461, -5.749, -1.366], [2.708, -5.142, -2.355], [2.390, -3.787, -2.314], [1.556, -3.222, -3.426], [2.853, -2.997, -1.252], [2.545, -0.899, -1.240], [3.586, -3.610, -0.217], [4.052, -2.870, 1.004], [3.883, -4.967, -0.302], [3.349, -7.689, -2.296], [3.435, -7.741, -0.538], [4.877, -7.376, -1.475], [2.339, -5.741, -3.183], [1.008, -4.021, -3.929], [2.181, -2.718, -4.171], [0.852, -2.484, -3.048], [3.398, -2.032, 1.242], [5.054, -2.458, 0.855], [4.086, -3.541, 1.863], [4.444, -5.426, 0.507]],
  "forces_ev_per_angstrom": [[-0.550, 0.557, -0.366], [-0.109, 0.017, -0.085], [0.108, 0.038, 0.056], [-0.187, 0.143, -0.084], [0.204, -0.144, 0.095], [-0.267, 0.108, -0.248], [0.167, -0.049, 0.114], [-0.024, 0.047, -0.010], [0.212, -0.031, -0.038], [-0.215, 0.039, 0.089], [0.071, -0.062, 0.259], [0.001, 0.043, -0.051], [0.025, 0.002, -0.048], [0.010, -0.021, -0.011], [-0.017, 0.025, -0.005], [-0.024, 0.006, -0.020], [0.012, -0.032, 0.006], [-0.015, 0.007, -0.067], [-0.020, 0.130, 0.079], [-0.022, -0.003, 0.067], [-0.061, -0.503, -0.182], [0.311, 0.121, -0.070], [0.085, 0.208, 0.174], [-0.249, -0.270, -0.108], [0.084, -0.080, 0.084], [-0.041, 0.063, 0.095], [0.053, 0.008, -0.054], [-0.021, 0.079, 0.029], [-0.080, -0.041, 0.100], [-0.017, 0.078, -0.021], [0.017, 0.069, -0.089], [0.039, 0.097, 0.079], [0.022, 0.124, 0.001], [-0.052, -0.011, -0.013], [-0.014, -0.017, 0.000], [0.022, 0.008, -0.042], [0.007, -0.007, 0.039], [-0.019, 0.009, -0.011], [0.013, -0.011, 0.010], [-0.039, -0.003, 0.024], [-0.015, -0.007, -0.004], [0.018, -0.004, -0.012], [0.009, -0.001, -0.003], [-0.011, -0.023, -0.005], [0.017, -0.016, -0.011], [0.015, 0.007, 0.000], [0.006, -0.015, -0.015], [-0.004, -0.017, 0.019], [-0.005, -0.017, 0.041], [-0.002, -0.012, 0.013], [0.026, -0.018, 0.002], [0.013, -0.029, -0.017], [-0.006, -0.025, 0.001], [-0.007, 0.024, 0.005], [0.011, -0.014, 0.004], [0.016, -0.013, -0.022], [0.009, -0.024, 0.008], [-0.009, -0.032, 0.020], [-0.063, 0.009, 0.029], [0.083, -0.011, 0.026], [-0.064, -0.054, -0.002], [-0.001, 0.056, -0.006], [0.001, 0.024, 0.112], [-0.050, -0.007, -0.032], [-0.015, -0.034, 0.033], [-0.011, 0.022, -0.035], [0.013, -0.019, 0.105], [0.030, -0.222, 0.126], [0.018, 0.000, -0.012], [0.011, 0.007, -0.009], [0.001, 0.003, 0.009], [0.010, 0.002, 0.000], [0.010, -0.001, -0.008], [-0.007, -0.008, 0.036], [0.018, 0.010, -0.055], [-0.006, -0.036, 0.023], [0.003, -0.006, -0.007], [-0.011, -0.002, 0.001], [0.020, -0.015, -0.011], [-0.090, -0.009, 0.069], [-0.146, 0.213, -0.164], [0.162, -0.031, -0.021], [0.022, -0.251, 0.190], [-0.006, -0.014, 0.007], [0.014, 0.000, 0.021], [0.040, -0.010, 0.019], [-0.020, 0.049, 0.031], [0.029, -0.110, -0.038], [0.001, -0.022, 0.031], [0.005, -0.014, -0.007], [-0.055, 0.072, -0.059], [0.059, -0.026, 0.118], [0.034, -0.001, -0.080], [-0.004, 0.014, -0.014], [-0.003, 0.014, -0.001], [-0.015, 0.019, 0.040], [0.008, -0.027, -0.001], [0.012, -0.076, -0.009], [0.025, -0.062, -0.012], [-0.071, -0.014, -0.013], [0.114, 0.017, 0.124], [-0.016, 0.061, -0.144], [0.175, -0.152, 0.017], [0.356, 0.036, -0.255], [-0.028, -0.064, -0.167], [0.028, 0.085, 0.054], [-0.050, 0.035, 0.095], [-0.009, 0.015, -0.017], [-0.004, 0.013, 0.018], [0.002, 0.017, 0.003], [-0.004, -0.006, -0.012], [0.001, 0.006, -0.030], [-0.002, 0.021, 0.023], [-0.066, -0.016, 0.046], [-0.024, -0.028, 0.031], [-0.002, 0.039, -0.025], [0.029, -0.006, 0.015], [0.009, -0.012, 0.003]],
  "mulliken_charge": [-0.3825, 0.9296, -0.3891, 0.3204, -0.3057, -1.1570, -0.4853, -0.9977, 0.6897, 0.4337, 1.0461, -0.6655, -0.6734, -0.1076, 0.6066, 0.5000, 0.4155, -0.3185, 0.3330, -0.9814, -0.8444, 1.2871, 0.6033, -0.9093, 0.2370, 0.4130, -0.9616, -1.0285, 0.4810, -0.5311, -0.6938, 0.6478, -1.1575, -0.6348, 0.3977, 0.0161, -0.1464, 0.3415, 0.3793, 0.2251, 0.2525, 0.2820, 0.3551, 0.1097, 0.4260, 0.3544, 0.2174, 0.4100, -0.0172, 0.0168, 0.1812, 0.3509, 0.3248, 0.2903, 0.3293, -0.0312, 0.2916, 0.1450, -1.1335, 1.1454, -1.4195, -0.7138, -0.0625, -0.7866, -1.0652, -0.5454, -0.4030, 1.6201, 0.3772, 0.2808, -0.0442, 0.3501, 0.3083, 0.3684, 0.3727, -0.3507, 0.3621, 0.3376, 0.5494, 0.4657, 0.9511, -1.4868, -0.1537, -0.1893, -0.1745, -0.1861, -0.2586, -0.2205, -0.2953, -1.3230, -0.2706, 0.6241, -0.2202, 0.4513, 0.4628, 0.5790, 0.3479, -1.5460, 0.8301, -1.1424, 1.0615, -0.6364, -0.3658, 0.0940, 1.0107, -1.3722, -1.0241, 0.3497, 0.3173, 0.3247, 0.2629, 0.3777, 0.3695, -0.7023, -0.2589, 0.4035, 0.4133, 0.3613],
  "homo_energy_ev": -4.10,
  "orbital_gap_ev": 5.99,
  "charge": -1,
  "max_force_ha_per_bohr": 0.017
}



Record 2
{
  "formula": "C39H58BKN3O3S",
  "method": "ωB97M-V/def2-TZVPD",
  "elements": ["K", "C", "C", "C", "C", "C", "C", "C", "C", "C", "C", "C", "C", "C", "C", "C", "C", "C", "H", "H", "H", "H", "H", "H", "H", "H", "H", "H", "H", "H", "H", "H", "H", "H", "H", "H", "H", "H", "H", "H", "H", "H", "H", "H", "H", "H", "H", "C", "C", "C", "O", "B", "O", "C", "C", "C", "H", "H", "H", "H", "H", "H", "H", "H", "H", "H", "H", "H", "C", "N", "N", "C", "O", "C", "C", "C", "C", "C", "C", "C", "C", "C", "H", "H", "H", "H", "H", "H", "H", "H", "H", "H", "H", "H", "S", "C", "N", "C", "C", "C", "C", "H", "H", "H", "H", "H"],
  "coordinates": [[-0.616, -0.482, 0.221], [0.607, -2.767, 2.028], [-0.678, -3.219, 1.639], [-0.645, -3.370, 0.214], [0.668, -3.030, -0.202], [1.440, -2.655, 0.905], [2.930, -2.391, 0.926], [3.252, -1.209, 1.849], [3.455, -2.082, -0.476], [3.667, -3.631, 1.454], [-1.710, -3.788, -0.811], [-1.077, -3.939, -2.203], [-2.829, -2.738, -0.979], [-2.342, -5.150, -0.492], [-1.696, -3.633, 2.709], [-1.632, -5.156, 2.930], [-3.142, -3.218, 2.416], [-1.358, -2.990, 4.063], [0.925, -2.595, 3.046], [1.018, -3.034, -1.223], [2.721, -0.309, 1.532], [4.327, -0.994, 1.854], [2.942, -1.418, 2.874], [2.915, -1.250, -0.929], [3.337, -2.946, -1.133], [4.519, -1.827, -0.442], [3.326, -3.875, 2.461], [4.751, -3.470, 1.481], [3.458, -4.491, 0.816], [-0.647, -3.000, -2.553], [-1.845, -4.245, -2.920], [-0.289, -4.694, -2.199], [-2.442, -1.835, -1.458], [-3.280, -2.449, -0.034], [-3.620, -3.121, -1.633], [-1.562, -5.903, -0.365], [-2.995, -5.462, -1.313], [-2.941, -5.135, 0.413], [-1.885, -5.715, 2.033], [-2.319, -5.458, 3.729], [-0.618, -5.439, 3.219], [-3.543, -3.676, 1.517], [-3.214, -2.133, 2.313], [-3.787, -3.516, 3.248], [-0.408, -3.356, 4.453], [-2.135, -3.246, 4.790], [-1.321, -1.906, 3.979], [-2.358, 5.280, 2.303], [-2.128, 4.771, 0.887], [-1.561, 5.890, 0.015], [-1.136, 3.731, 0.929], [-1.471, 2.621, 0.053], [-2.745, 2.960, -0.461], [-3.346, 4.049, 0.252], [-4.294, 3.450, 1.289], [-4.135, 4.898, -0.737], [-1.449, 5.763, 2.669], [-2.608, 4.462, 2.977], [-3.165, 6.017, 2.338], [-0.607, 6.209, 0.439], [-2.225, 6.756, -0.033], [-1.377, 5.530, -0.997], [-3.752, 2.802, 1.976], [-5.033, 2.842, 0.767], [-4.821, 4.218, 1.860], [-3.513, 5.204, -1.577], [-4.546, 5.792, -0.259], [-4.967, 4.312, -1.129], [2.984, 3.335, -3.822], [3.004, 2.054, -3.114], [1.796, 1.349, -3.265], [1.332, 0.887, -2.034], [0.377, 0.148, -1.891], [2.260, 1.449, -1.062], [3.203, 2.132, -1.731], [4.330, 2.943, -1.194], [1.477, 0.772, -4.510], [0.142, 0.495, -4.798], [-0.175, -0.096, -6.009], [0.815, -0.392, -6.937], [2.138, -0.101, -6.645], [2.478, 0.473, -5.429], [2.746, 3.152, -4.867], [3.976, 3.779, -3.769], [2.241, 4.016, -3.396], [2.188, 1.305, 0.002], [4.423, 2.771, -0.124], [4.160, 4.010, -1.352], [5.272, 2.674, -1.675], [-0.621, 0.733, -4.072], [-1.210, -0.320, -6.229], [0.556, -0.852, -7.882], [2.919, -0.334, -7.358], [3.509, 0.675, -5.178], [-2.042, 0.815, 3.355], [-0.405, 1.152, 3.452], [0.133, 2.163, 2.705], [1.445, 2.482, 2.661], [2.358, 1.795, 3.398], [1.871, 0.733, 4.202], [0.546, 0.421, 4.232], [-0.503, 2.686, 2.077], [1.689, 3.294, 1.989], [3.406, 2.044, 3.351], [2.568, 0.144, 4.786], [0.167, -0.398, 4.824]],
  "forces_ev_per_angstrom": [[-0.502, 0.069, 0.914], [-0.041, -0.002, -0.034], [-0.007, 0.042, 0.091], [0.044, -0.251, -0.095], [-0.033, -0.096, -0.031], [0.002, -0.063, -0.060], [0.020, 0.092, 0.026], [-0.008, -0.030, -0.060], [0.021, -0.023, -0.007], [0.006, 0.022, 0.004], [-0.008, 0.047, 0.009], [-0.014, -0.015, -0.021], [0.075, 0.005, 0.002], [-0.007, -0.023, -0.017], [-0.005, -0.013, -0.031], [-0.008, -0.006, -0.006], [-0.030, 0.024, -0.003], [0.000, -0.051, -0.008], [-0.001, 0.026, 0.050], [0.010, 0.011, -0.017], [0.022, -0.034, -0.029], [0.029, 0.001, 0.004], [-0.011, -0.035, -0.027], [-0.024, 0.053, -0.002], [-0.013, -0.024, -0.014], [0.014, -0.003, 0.008], [-0.009, -0.005, 0.027], [0.032, 0.001, -0.002], [-0.006, -0.016, -0.015], [0.006, 0.032, -0.005], [-0.006, -0.007, -0.005], [0.011, -0.025, 0.003], [0.046, 0.012, -0.012], [-0.011, 0.010, 0.011], [-0.021, -0.013, 0.002], [0.015, -0.008, -0.005], [-0.009, -0.011, -0.018], [-0.018, 0.006, 0.005], [0.002, -0.004, -0.007], [-0.014, -0.014, 0.022], [0.017, 0.001, 0.012], [-0.013, -0.019, -0.007], [0.013, 0.020, -0.003], [-0.005, 0.000, 0.008], [0.044, 0.001, 0.016], [0.003, -0.009, 0.009], [-0.015, 0.070, -0.005], [-0.002, 0.041, -0.012], [-0.043, 0.045, 0.063], [0.016, -0.009, 0.018], [-0.089, -0.029, -0.116], [-0.102, 0.230, -0.209], [0.123, -0.072, -0.035], [-0.036, 0.074, -0.036], [-0.003, -0.010, -0.007], [0.006, -0.004, 0.037], [0.024, -0.009, 0.003], [0.024, -0.019, 0.000], [-0.005, 0.002, -0.043], [0.011, 0.007, 0.003], [-0.019, -0.016, 0.019], [0.010, -0.023, -0.009], [0.021, -0.021, 0.015], [-0.008, -0.024, -0.017], [0.002, 0.024, -0.021], [-0.002, 0.001, -0.002], [0.005, -0.002, 0.030], [-0.008, -0.029, -0.007], [0.014, -0.006, -0.042], [-0.094, -0.113, 0.063], [0.013, 0.156, -0.021], [-0.080, 0.071, 0.067], [0.551, 0.044, -0.757], [0.068, 0.026, -0.115], [-0.109, -0.009, 0.087], [0.000, -0.025, -0.012], [0.025, -0.045, 0.025], [0.084, 0.021, -0.034], [-0.015, -0.014, -0.012], [-0.026, -0.010, -0.015], [0.021, 0.000, -0.002], [-0.085, 0.025, 0.013], [0.008, -0.005, -0.017], [-0.013, 0.006, 0.016], [-0.006, -0.004, -0.005], [-0.001, -0.005, 0.022], [-0.004, -0.010, 0.008], [-0.003, 0.005, 0.002], [-0.003, -0.002, -0.009], [0.005, 0.001, 0.019], [-0.002, -0.009, -0.011], [-0.006, -0.001, -0.015], [-0.003, -0.007, -0.011], [0.026, 0.011, 0.013], [-0.126, 0.012, 0.136], [0.337, 0.030, -0.136], [0.065, -0.109, 0.150], [-0.084, -0.082, 0.059], [-0.149, -0.017, 0.050], [0.027, 0.060, 0.024], [-0.049, 0.074, -0.031], [0.054, 0.015, 0.096], [-0.011, 0.010, 0.007], [0.028, -0.011, 0.017], [-0.005, 0.023, 0.007], [0.027, -0.009, 0.009]],
  "mulliken_charge": [1.2864, -0.3153, -0.1473, -0.4514, -0.2367, -0.1202, 2.7891, -1.5922, -2.1469, -2.1052, 2.9515, -2.2807, -1.7103, -1.9462, 2.3900, -1.8597, -1.9434, -1.7501, 0.0236, 0.2742, 0.0489, 0.4904, 0.2437, 0.2296, 0.3302, 0.4792, 0.3088, 0.4912, 0.3899, 0.2267, 0.4886, 0.3867, 0.1941, 0.0786, 0.4935, 0.3468, 0.4939, 0.2982, 0.2205, 0.4611, 0.3280, 0.3090, 0.1831, 0.5391, 0.3642, 0.5296, -0.0327, -2.0465, 1.9535, -2.1663, -1.1731, 0.2528, -0.6177, 1.5693, -1.7525, -1.9745, 0.4645, 0.3422, 0.3662, 0.5211, 0.3486, 0.3553, 0.1031, 0.4992, 0.2893, 0.3410, 0.3258, 0.4620, -1.1701, -0.2036, 0.7886, -0.1316, -0.4301, 0.4774, 0.1294, -1.7482, 0.1322, -0.3957, -0.7234, -0.4246, -0.6957, -0.0851, 0.4081, 0.4227, 0.2886, 0.0670, 0.4153, 0.3650, 0.3660, 0.5147, 0.3859, 0.3799, 0.3699, 0.4497, -0.3145, 0.3240, 0.5204, -0.1498, -0.7703, 0.0424, -0.7114, 0.1767, 0.3978, 0.4139, 0.3057, 0.3193],
  "homo_energy_ev": -3.04,
  "orbital_gap_ev": 5.07,
  "charge": -1,
  "max_force_ha_per_bohr": 0.020
}



Q: Which ΔE to the lowest compared entry with this formula, charge and spin values were calculated for the entries above? A: 21.5; 59.6, in kcal per mole.